Record 1
Entry from the OMol25 dataset: C42H42BrN4W as an isolated structure (ωB97M-V/def2-TZVPD).

* highest occupied orbital energy (alpha / beta): -16.10 / -16.36 eV
* 2S+1: 3
* E: -122041.7957 eV
* Kohn-Sham gap (alpha / beta): 6.211 / 6.848 eV
* total charge: +3
* E_LUMO (alpha / beta): -9.8907 / -9.5156 eV
* ΔE to the lowest compared entry with this formula, charge and spin: 14.35 kJ/mol

Last column: Mulliken charge in e.
Geometry (Å):
W1 -0.07759 0.08875 -0.16446  -0.80
C1 0.32167 3.49309 3.45960  -1.99
C2 0.46194 2.99095 2.04900  1.07
C3 1.51841 2.16881 1.66680  1.53
C4 2.49414 1.64040 2.68360  -2.65
C5 1.77253 1.93106 0.28699  1.38
C6 3.18315 1.49282 -0.06633  -2.68
C7 0.91919 2.51052 -0.69774  0.05
C8 1.45928 2.71191 -2.09774  -2.04
C9 -0.26675 3.17513 -0.28050  1.34
C10 -1.20427 3.82016 -1.27096  -2.08
C11 -0.47073 3.42061 1.08795  1.35
C12 -1.62708 4.25970 1.55540  -2.15
H1 -0.64925 3.25049 3.89408  0.34
H2 0.39219 4.58310 3.46602  0.45
H3 1.09183 3.12077 4.12584  0.40
H4 3.26552 2.38551 2.89854  0.57
H5 3.00863 0.74851 2.33231  0.32
H6 2.01007 1.39986 3.62753  0.57
H7 3.39860 1.59229 -1.12347  0.73
H8 3.40563 0.46708 0.23455  0.28
H9 3.89251 2.13147 0.46255  0.47
H10 1.66836 1.79089 -2.63683  0.27
H11 2.39858 3.26310 -2.03036  0.46
H12 0.79877 3.31597 -2.70811  0.65
H13 -1.09658 4.90657 -1.23638  0.46
H14 -2.24983 3.60955 -1.04456  0.35
H15 -1.03631 3.50710 -2.29293  0.31
H16 -1.26664 5.23477 1.89407  0.43
H17 -2.12704 3.81061 2.41570  0.38
H18 -2.37205 4.44309 0.78980  0.45
C13 -1.42139 0.46452 4.20493  -1.47
C14 -1.30594 0.64092 2.82478  -0.11
N1 -0.40272 0.00599 2.08752  0.78
C15 0.43488 -0.86000 2.71643  -0.18
C16 0.41574 -1.07107 4.09938  1.29
C17 -0.55088 -0.37672 4.84929  -0.91
C18 1.35152 -1.98350 4.68895  -1.05
C19 2.20415 -2.68760 3.91581  -1.15
C20 2.18179 -2.55162 2.48791  1.09
C21 2.95710 -3.36553 1.64108  -1.02
C22 2.79675 -3.26028 0.28274  -1.43
C23 1.91943 -2.30855 -0.23111  -0.35
N2 1.23438 -1.45799 0.53731  0.95
C24 1.32586 -1.61712 1.89669  0.06
H19 -2.18605 1.00448 4.74580  0.57
H20 -1.95781 1.33087 2.30877  0.43
H21 -0.60407 -0.51788 5.92184  0.55
H22 1.34743 -2.10768 5.76409  0.53
H23 2.90021 -3.39033 4.35494  0.51
H24 3.64211 -4.08836 2.06706  0.54
H25 3.33415 -3.89932 -0.40366  0.58
H26 1.77355 -2.23734 -1.29662  0.60
C25 -2.57492 -4.96771 0.67181  -1.72
C26 -2.73034 -3.48987 0.47153  0.46
C27 -3.98625 -2.87676 0.47429  -0.54
C28 -4.10229 -1.51002 0.29013  -1.05
C29 -2.93877 -0.79720 0.10548  0.89
Br1 -2.94685 1.06149 -0.21941  0.03
N3 -1.72331 -1.33990 0.10068  0.74
C30 -1.62953 -2.67359 0.28406  -0.48
H27 -3.28454 -5.51836 0.05563  0.44
H28 -2.77355 -5.23190 1.71168  0.36
H29 -1.57065 -5.30354 0.41989  0.41
H30 -4.87845 -3.47559 0.61340  0.52
H31 -5.06183 -1.01264 0.27634  0.58
H32 -0.63369 -3.09295 0.25996  0.33
C31 3.13310 -1.42320 -4.74588  -0.87
C32 1.80705 -1.60923 -5.11685  -0.80
C33 0.77770 -1.24692 -4.26668  -0.98
C34 1.06945 -0.69934 -3.00652  0.36
C35 2.41267 -0.52338 -2.64315  0.62
C36 3.43336 -0.87556 -3.50076  -1.06
N4 0.04670 -0.30429 -2.11311  1.43
C37 -1.24014 -0.16988 -2.79410  -0.90
C38 -1.49692 1.01572 -3.47162  0.21
C39 -2.69423 1.17100 -4.15176  -1.04
C40 -3.61724 0.13272 -4.17653  -0.80
C41 -3.32935 -1.06839 -3.54109  -1.05
C42 -2.13498 -1.22941 -2.85230  0.32
H33 3.92983 -1.69763 -5.42393  0.46
H34 1.56983 -2.03331 -6.08288  0.48
H35 -0.24224 -1.39444 -4.58826  0.49
H36 2.64420 -0.08937 -1.68365  0.64
H37 4.46324 -0.71367 -3.21134  0.55
H38 -0.74487 1.79246 -3.48550  0.74
H39 -2.89720 2.09110 -4.68347  0.53
H40 -4.54631 0.24666 -4.71836  0.48
H41 -4.02659 -1.89345 -3.60527  0.57
H42 -1.88910 -2.18020 -2.39642  0.64



Record 2
Entry from the OMol25 dataset: C42H42CdN6P as an isolated structure (ωB97M-V/def2-TZVPD).

* highest occupied orbital energy: -10.09 eV
* E: -67022.7571 eV
* Kohn-Sham gap: 8.162 eV
* total charge: +1
* E_LUMO: -1.9275 eV
* ΔE to the lowest compared entry with this formula, charge and spin: 245.55 kJ/mol

Last column: Mulliken charge in e.
Geometry (Å):
Cd1 0.44722 0.63702 0.13651  2.76
C1 0.33081 -2.78194 -0.11803  -2.38
N1 0.23845 -1.80614 0.97519  0.42
C2 1.46620 -1.74331 1.77837  -1.01
C3 2.67433 -1.38214 0.95875  0.65
C4 3.62927 -2.32985 0.61637  -0.97
C5 4.70886 -1.94258 -0.15860  -0.55
C6 4.81107 -0.61545 -0.54187  -0.68
C7 3.80517 0.25694 -0.16351  -0.53
N2 2.76310 -0.11197 0.56996  -0.32
C8 -0.88693 -2.05735 1.87380  -1.54
C9 -1.56982 -0.81550 2.39307  0.48
C10 -2.55241 -0.95014 3.37168  -1.04
C11 -3.26293 0.16842 3.76174  -0.47
C12 -2.96568 1.38884 3.16868  -1.05
C13 -1.94952 1.43373 2.22999  -0.54
N3 -1.27055 0.35508 1.85340  0.56
C14 0.54861 -2.20238 -1.51841  1.13
C15 -0.82882 -2.69404 -3.17268  -0.33
C16 -0.77693 -2.19392 -4.59900  -1.19
C17 -0.12252 -0.84020 -4.57521  -0.81
C18 1.53051 -0.55385 -2.60290  -1.41
N4 1.73043 -1.41031 -1.69089  0.35
H1 -0.60760 -3.34365 -0.17802  0.85
H2 1.14032 -3.50023 0.07131  0.19
H3 1.64443 -2.70717 2.28671  0.52
H4 1.31231 -0.96391 2.53369  0.56
H5 3.51731 -3.35619 0.93552  0.51
H6 5.45154 -2.66382 -0.46190  0.46
H7 5.64580 -0.26793 -1.13046  0.45
H8 3.82558 1.29894 -0.46168  0.54
H9 -0.57719 -2.67047 2.73523  0.61
H10 -1.66392 -2.61683 1.34191  0.53
H11 -2.75013 -1.91997 3.80408  0.51
H12 -4.03802 0.09128 4.51036  0.44
H13 -3.50530 2.28345 3.43722  0.48
H14 -1.65700 2.35963 1.75065  0.46
H15 -1.72207 -3.28600 -2.97316  0.89
H16 -1.60479 -2.43004 -5.25199  0.45
H17 -0.43537 -0.04743 -5.23932  0.53
H18 2.34970 0.05581 -2.95840  0.31
C19 -5.98283 -2.29449 -2.72873  -0.74
C20 -5.00439 -1.90322 -3.63060  -0.89
C21 -3.76923 -1.47258 -3.17895  0.07
C22 -3.49976 -1.45267 -1.81399  -0.09
C23 -4.48824 -1.83932 -0.91491  -0.81
C24 -5.72854 -2.25261 -1.36779  -0.64
P1 -1.94917 -0.84300 -1.06229  2.07
C25 -0.62133 -1.46479 -2.24927  -0.12
C26 0.12413 -0.43667 -3.12840  0.81
C27 0.59189 -2.01511 -5.20497  -0.22
C28 1.72881 -2.73621 -4.62593  -1.06
C29 1.63363 -3.42136 -3.49209  -0.90
C30 0.45299 -3.35332 -2.59753  -0.58
C31 -2.05867 0.94341 -1.44972  1.84
C32 -3.20520 1.55403 -1.94732  -0.89
C33 -3.25469 2.93274 -2.05734  -0.70
C34 -2.15760 3.69347 -1.69290  -0.93
C35 -1.01428 3.07968 -1.19527  -0.69
C36 -0.94540 1.70030 -1.04240  -1.55
H19 -6.94872 -2.61868 -3.08612  0.39
H20 -5.21197 -1.92591 -4.69080  0.46
H21 -3.01637 -1.14083 -3.87770  0.70
H22 -4.27377 -1.79871 0.14558  0.33
H23 -6.49311 -2.53919 -0.66225  0.44
H24 -0.22695 0.59252 -2.99493  0.65
H25 0.61947 -1.96925 -6.28884  0.44
H26 2.62656 -2.78186 -5.22571  0.46
H27 2.47121 -4.00261 -3.13757  0.44
H28 0.28002 -4.32725 -2.12998  0.63
H29 -4.06287 0.95900 -2.23054  0.36
H30 -4.15503 3.41223 -2.41451  0.43
H31 -2.19477 4.77044 -1.77430  0.40
H32 -0.17201 3.69994 -0.90361  0.42
N5 1.11326 2.12159 1.89649  -0.58
C37 2.00190 2.42187 2.56794  0.05
N6 3.02842 2.72680 3.30127  -0.02
C38 3.69006 3.99530 3.02772  -0.78
C39 2.95940 5.12116 3.75696  -0.48
C40 2.91442 4.81408 5.25324  -0.69
C41 2.26052 3.45579 5.50669  -0.50
C42 2.98343 2.36871 4.71160  -0.73
H33 3.70469 4.16062 1.94854  0.43
H34 4.71917 3.90889 3.38698  0.36
H35 1.94276 5.19866 3.36240  0.23
H36 3.46834 6.06751 3.57756  0.39
H37 2.35973 5.59275 5.77577  0.34
H38 3.93168 4.80624 5.64939  0.32
H39 1.21314 3.48614 5.19526  0.24
H40 2.29416 3.21210 6.56831  0.38
H41 2.48038 1.40439 4.81464  0.35
H42 4.01720 2.26482 5.05277  0.38